1.
Here is C6H17GeILuO3SSbSe5 as an isolated structure at a distorted geometry from the OMol25 dataset. Energies are from the ωB97M-V functional and the def2-TZVPD basis.

Cartesian coordinates (Å):
1 Lu 0.3460 2.9750 0.9560
2 Ge 0.5686 -3.0631 -0.3569
3 H -2.9909 -0.7888 -0.2292
4 C 1.4065 -1.8047 -1.5446
5 O -3.4825 3.0662 -0.6535
6 H -1.8444 -0.7149 -1.6845
7 Sb 3.2765 1.6337 2.1249
8 O -1.8403 3.6815 1.2388
9 H -0.5166 -5.3236 -0.8474
10 H -0.6161 -2.5642 1.8765
11 H -2.5275 5.4922 -1.8803
12 H -1.7573 -4.1459 -0.3238
13 O -0.9342 3.1911 -0.9498
14 C -2.4646 5.4249 -0.7536
15 H 1.9051 -1.0060 -0.9756
16 H 2.4742 -4.0994 1.0123
17 C -0.8703 -4.2767 -0.9485
18 Se 3.7473 -0.7378 2.1295
19 H 1.2047 -5.2198 0.6536
20 H 2.3333 -4.8835 -0.6368
21 H -2.4962 0.8330 -0.9318
22 H 0.8365 -1.2392 -2.2862
23 C -2.2607 -0.2314 -0.7661
24 Se 1.1846 2.2228 3.5060
25 S -2.2610 3.6886 -0.2150
26 H -1.6333 6.0292 -0.4121
27 Se -0.7849 -0.1917 0.6088
28 I 1.0910 5.8647 0.8592
29 C 0.0434 -1.9941 1.2017
30 Se 5.4526 2.5920 2.8259
31 H 2.2974 -2.1189 -2.0842
32 Se 2.7085 2.1329 -0.3848
33 H -3.3388 5.6870 -0.1475
34 H -0.9352 -3.9956 -2.0034
35 H 0.8641 -1.6623 1.7973
36 C 1.8144 -4.4532 0.2251

The strongest force on any atom is 4.50 eV/A. The value obtained for the energy relative to the best compared isomer or geometry (same formula, charge and spin) is 0.0 kcal per mole. As for the charge: -2. Its frontier orbital gap is 5.152 eV. For the total energy, the calculation gives -454989.31472 eV.

2.
Here is one molecule with the formula C6H17N2 at a distorted geometry from the OMol25 dataset. Energies are from the ωB97M-V functional and the def2-TZVPD basis.

Cartesian coordinates (Å):
1 H 2.2577 1.1582 -0.1816
2 N 0.5098 2.6744 0.4219
3 H -3.2228 -1.0965 1.0319
4 H -1.9354 1.2250 0.3351
5 H -0.0617 1.4475 -1.1999
6 C 1.5270 0.3132 -0.0295
7 H -3.2290 -0.6013 -0.5858
8 H -0.9671 0.7384 1.7511
9 H 1.0730 -2.0314 0.1875
10 C 0.1645 1.2463 -0.1356
11 H -2.6907 -2.2559 -0.1518
12 C 1.5669 -2.0234 -0.7297
13 H -0.3801 3.1935 0.7389
14 H -0.6673 -0.9258 -0.5748
15 H 2.4659 -2.5687 -0.6732
16 H 0.9700 -2.4954 -1.4989
17 H -0.6920 -1.4274 0.9958
18 H 1.7021 -0.1983 0.9454
19 H 2.5783 -0.3597 -1.6559
20 H 1.0410 2.5824 1.2919
21 H 1.0994 3.2233 -0.2897
22 N 1.7308 -0.5779 -1.1483
23 C -1.1488 -0.8217 0.3334
24 C -0.9823 0.7756 0.7172
25 C -2.7092 -1.1944 0.1045

The strongest force on any atom is 6.34 eV/A. The value obtained for the energy relative to the best compared isomer or geometry (same formula, charge and spin) is 72.7 kcal per mole. Its frontier orbital gap (spin up / spin down) is 4.374 / 9.994 eV. Its spin multiplicity is 2. For the total energy, the calculation gives -9472.91473 eV.

3.
Here is one molecule with the formula C6H17N2 at a distorted geometry from the OMol25 dataset. Energies are from the ωB97M-V functional and the def2-TZVPD basis.

Cartesian coordinates (Å):
1 C 0.5077 1.9006 1.2168
2 C -2.1590 -0.5528 -0.7217
3 C 1.2655 0.6606 0.6425
4 H -2.9895 0.0309 -0.3493
5 H -0.1718 1.5948 2.0013
6 H -2.6560 -0.0547 -2.7026
7 H 2.1760 -1.1358 1.3519
8 H 2.0773 -0.7561 -1.1093
9 N -1.8106 0.0386 -2.0798
10 H -2.2915 -1.6094 -0.9268
11 H 1.1471 2.7064 1.5724
12 H -1.2882 0.1894 1.0772
13 C 1.0592 -1.1316 -0.9616
14 H 0.7303 -1.3953 -1.9598
15 H -0.8253 -1.4331 0.8409
16 H -0.9411 -0.3856 -2.4216
17 C -0.9529 -0.4874 0.3002
18 H 0.9979 -0.5376 2.4555
19 C 1.7831 -0.2060 1.7708
20 H 2.5944 0.2249 2.3414
21 N 0.3186 -0.0651 -0.2867
22 H 1.2103 -2.0263 -0.3419
23 H -1.6572 1.0733 -2.0408
24 H 1.9807 1.0641 -0.0703
25 H -0.1047 2.2933 0.4011

The strongest force on any atom is 2.45 eV/A. The value obtained for the energy relative to the best compared isomer or geometry (same formula, charge and spin) is 47.3 kcal per mole. Its frontier orbital gap (spin up / spin down) is 4.344 / 9.846 eV. Its spin multiplicity is 2. For the total energy, the calculation gives -9474.01827 eV.

4.
Here is a 2-piece molecular cluster, C6H17N2 overall at a distorted geometry from the OMol25 dataset. Energies are from the ωB97M-V functional and the def2-TZVPD basis.

Cartesian coordinates (Å):
1 H -2.6716 -1.1058 -1.0458
2 C -2.7160 -0.3749 -0.2412
3 N -0.4849 0.7168 0.1740
4 H 0.9632 -0.8473 1.6834
5 H -1.6365 0.9415 -1.5483
6 H 0.4237 -0.3281 -1.3837
7 C 1.9363 0.2433 0.0340
8 C 3.1143 -0.0041 -0.8906
9 H 1.4921 -1.8741 0.3546
10 H -3.2991 -0.8607 1.7466
11 H -0.3632 1.5000 0.8041
12 H 2.1561 1.0954 0.6783
13 H 3.3807 0.9432 -1.3600
14 C -1.7642 0.8077 -0.4654
15 C 1.7413 -0.9902 0.9425
16 H 2.9091 -0.7594 -1.6497
17 H -1.7821 -1.5012 1.2510
18 C 0.6513 0.5357 -0.7422
19 H 2.6483 -1.1664 1.5363
20 H -2.8880 1.0050 1.1124
21 H -2.3066 1.7522 -0.0797
22 H 4.0048 -0.3486 -0.3570
23 H 0.7703 1.4380 -1.3472
24 H -3.7229 0.0579 -0.2759
25 N -2.5565 -0.8758 1.0696

The strongest force on any atom is 2.38 eV/A. The value obtained for the energy relative to the best compared isomer or geometry (same formula, charge and spin) is 130.1 kcal per mole. As for the charge: +1. Its frontier orbital gap is 6.229 eV. For the total energy, the calculation gives -9466.39086 eV.

5.
Here is a 2-piece molecular cluster, C6H17N2 overall at a distorted geometry from the OMol25 dataset. Energies are from the ωB97M-V functional and the def2-TZVPD basis.

Cartesian coordinates (Å):
1 H -1.8604 -0.2512 -1.1767
2 N -0.3209 1.1401 -1.7731
3 H -0.2807 1.5214 3.3091
4 C -0.7847 -0.2500 -1.3771
5 H 1.2847 2.0889 3.3014
6 H -1.2234 0.3900 1.0244
7 H 0.5631 1.2815 -1.2914
8 H 0.9361 -3.6655 0.7698
9 H -1.2263 1.1522 -3.6357
10 H -0.5456 -0.9104 -2.2049
11 H 0.0324 2.8318 2.2877
12 C 0.8959 1.0008 1.5009
13 C -0.2288 1.2743 -3.2175
14 C 0.4516 1.8898 2.6400
15 C -0.2035 -0.0158 1.0587
16 H 0.6349 -1.5127 -0.3019
17 N -0.0407 -3.8330 0.6810
18 H -0.7186 -3.1294 0.4695
19 H 0.0340 2.3003 -3.4741
20 H -0.3289 -0.7758 1.8263
21 H -0.4701 -4.6596 1.0491
22 H 1.0822 1.6888 0.6788
23 C 0.0009 -0.6298 -0.2269
24 H 1.7649 0.4072 1.7492
25 H 0.5518 0.6662 -3.6665

The strongest force on any atom is 1.74 eV/A. The value obtained for the energy relative to the best compared isomer or geometry (same formula, charge and spin) is 94.7 kcal per mole. As for the charge: +1. Its frontier orbital gap is 6.064 eV. For the total energy, the calculation gives -9467.92623 eV.

6.
Here is an isolated ion of composition C6H17N3O2 and charge +2 at a distorted geometry from the OMol25 dataset. Energies are from the ωB97M-V functional and the def2-TZVPD basis.

Cartesian coordinates (Å):
1 H 1.7281 -1.7556 0.2089
2 H -1.1489 3.2088 0.5861
3 C 3.1723 0.4107 -0.8696
4 N -1.2109 1.3659 -0.5840
5 O -0.9425 -0.1772 1.1039
6 H 0.6978 -0.6118 2.5090
7 C -2.9848 -1.6980 0.0799
8 H -3.7352 -1.0480 0.4030
9 H 3.8312 -0.4094 -0.8744
10 H 0.2027 2.8423 -0.7834
11 H -3.4153 -2.4384 -0.6217
12 H -1.8960 1.6010 -1.3268
13 H 1.9361 1.3546 0.3413
14 H -1.3236 -1.5416 -1.2806
15 O 0.5215 -0.5663 -0.7567
16 C -0.4271 2.4451 0.0477
17 H 2.8737 0.2984 1.1123
18 N 2.3088 0.3610 0.3252
19 H -0.0070 -1.8752 1.5932
20 H 2.4788 0.4205 -1.6891
21 H 3.9511 1.1131 -0.8185
22 C 0.2866 -0.9030 1.5414
23 C -1.2746 0.1113 -0.1295
24 H -2.5949 -0.6221 -1.4687
25 C 1.2394 -0.8222 0.2755
26 H -2.5785 -2.1256 1.0063
27 H 0.2926 2.0842 0.8988
28 N -1.9812 -1.0226 -0.8296

The strongest force on any atom is 6.15 eV/A. The value obtained for the energy relative to the best compared isomer or geometry (same formula, charge and spin) is 41.1 kcal per mole. As for the charge: +2. Its frontier orbital gap is 10.127 eV. For the total energy, the calculation gives -15043.22713 eV.

> What is the strongest force on any atom in the second record?

6.34 eV/A

Repeat the second record exactly.
Here is one molecule with the formula C6H17N2 at a distorted geometry from the OMol25 dataset. Energies are from the ωB97M-V functional and the def2-TZVPD basis.

Cartesian coordinates (Å):
1 H 2.2577 1.1582 -0.1816
2 N 0.5098 2.6744 0.4219
3 H -3.2228 -1.0965 1.0319
4 H -1.9354 1.2250 0.3351
5 H -0.0617 1.4475 -1.1999
6 C 1.5270 0.3132 -0.0295
7 H -3.2290 -0.6013 -0.5858
8 H -0.9671 0.7384 1.7511
9 H 1.0730 -2.0314 0.1875
10 C 0.1645 1.2463 -0.1356
11 H -2.6907 -2.2559 -0.1518
12 C 1.5669 -2.0234 -0.7297
13 H -0.3801 3.1935 0.7389
14 H -0.6673 -0.9258 -0.5748
15 H 2.4659 -2.5687 -0.6732
16 H 0.9700 -2.4954 -1.4989
17 H -0.6920 -1.4274 0.9958
18 H 1.7021 -0.1983 0.9454
19 H 2.5783 -0.3597 -1.6559
20 H 1.0410 2.5824 1.2919
21 H 1.0994 3.2233 -0.2897
22 N 1.7308 -0.5779 -1.1483
23 C -1.1488 -0.8217 0.3334
24 C -0.9823 0.7756 0.7172
25 C -2.7092 -1.1944 0.1045

The strongest force on any atom is 6.34 eV/A. The value obtained for the energy relative to the best compared isomer or geometry (same formula, charge and spin) is 72.7 kcal per mole. Its frontier orbital gap (spin up / spin down) is 4.374 / 9.994 eV. Its spin multiplicity is 2. For the total energy, the calculation gives -9472.91473 eV.

What did the fifth record say?
Here is a 2-piece molecular cluster, C6H17N2 overall at a distorted geometry from the OMol25 dataset. Energies are from the ωB97M-V functional and the def2-TZVPD basis.

Cartesian coordinates (Å):
1 H -1.8604 -0.2512 -1.1767
2 N -0.3209 1.1401 -1.7731
3 H -0.2807 1.5214 3.3091
4 C -0.7847 -0.2500 -1.3771
5 H 1.2847 2.0889 3.3014
6 H -1.2234 0.3900 1.0244
7 H 0.5631 1.2815 -1.2914
8 H 0.9361 -3.6655 0.7698
9 H -1.2263 1.1522 -3.6357
10 H -0.5456 -0.9104 -2.2049
11 H 0.0324 2.8318 2.2877
12 C 0.8959 1.0008 1.5009
13 C -0.2288 1.2743 -3.2175
14 C 0.4516 1.8898 2.6400
15 C -0.2035 -0.0158 1.0587
16 H 0.6349 -1.5127 -0.3019
17 N -0.0407 -3.8330 0.6810
18 H -0.7186 -3.1294 0.4695
19 H 0.0340 2.3003 -3.4741
20 H -0.3289 -0.7758 1.8263
21 H -0.4701 -4.6596 1.0491
22 H 1.0822 1.6888 0.6788
23 C 0.0009 -0.6298 -0.2269
24 H 1.7649 0.4072 1.7492
25 H 0.5518 0.6662 -3.6665

The strongest force on any atom is 1.74 eV/A. The value obtained for the energy relative to the best compared isomer or geometry (same formula, charge and spin) is 94.7 kcal per mole. As for the charge: +1. Its frontier orbital gap is 6.064 eV. For the total energy, the calculation gives -9467.92623 eV.

> Look up the strongest force on any atom of the third one.

2.45 eV/A